# 1
The following is a DFT calculation (the ωB97M-V functional and the def2-TZVPD basis) of 5 unconnected molecules or ions with the total composition C29H24ClF3NO10P.

XYZ file:
```
69
Properties=species:S:1:pos:R:3:mulliken_charge:R:1
C 2.7082 0.5684 2.8590 0.4443
C 2.4361 -3.3746 3.0444 -1.4447
C -5.5572 6.1659 -3.3285 -0.1970
C 4.7659 -5.9943 1.6186 0.3335
H -5.6484 3.6949 -5.8092 0.4214
P 1.7537 -1.8556 3.7279 0.4651
C -2.2004 -0.5560 -2.6793 -0.4811
H -0.8282 -2.8247 1.9467 0.2775
O -1.3298 1.2122 1.7739 -0.3284
H 7.2427 -8.3131 2.2842 0.4052
C -1.7608 0.4136 -3.4767 -0.2403
H 2.4156 -1.2200 4.7618 0.1320
H -0.9835 -1.1824 1.2945 0.0764
C -2.6847 4.4585 1.3123 -0.4726
H -6.3203 8.1319 -3.5440 0.4302
C 7.5892 -6.1589 2.1054 0.3112
O 2.0345 1.0940 3.6723 -0.4775
C -2.0772 3.4411 1.9166 -0.5224
C 0.1796 -1.0221 -1.9287 -0.1927
C -6.6303 6.9853 -5.3806 0.3015
F 4.8721 -1.0853 3.1913 -0.2610
H -2.4260 1.0253 -4.0741 0.4997
H 5.1095 -3.8435 1.4251 0.5876
C -1.8917 2.1399 1.2261 0.0206
H 1.6663 0.2114 -2.8013 0.4469
F 3.5686 1.2731 2.1067 -0.2709
C 5.6184 -4.7792 1.6181 -0.2508
C -6.4138 5.6607 -6.0207 -0.3938
O 0.0846 1.6101 -4.3116 -0.5587
H 2.5342 -3.3063 1.9620 0.4010
N 2.7271 -0.7578 2.4978 0.1317
H -3.4037 2.9729 -1.7757 0.6966
H 0.8397 -1.5826 -1.2813 0.4744
H -0.5880 -1.5079 3.8588 0.6521
C -1.2647 -1.3552 -1.8472 0.5453
O 3.5691 -5.9187 1.4331 -0.5371
H 7.5677 -3.9821 1.8603 0.4670
O -3.7475 5.2557 -0.6376 -0.4628
O -7.1752 7.8871 -5.9785 -0.5451
C -0.3060 -1.8789 1.7884 0.0683
H 4.7822 -8.1700 1.8614 0.4185
C 5.4266 -7.3002 1.8693 -0.3800
F 0.7470 -2.1364 0.9089 -0.2664
C -3.1981 4.3335 -0.0775 0.0597
C -2.4126 2.0152 -0.1561 -0.0934
C 6.7350 -7.3758 2.0951 -0.4212
H 3.4072 -3.5668 3.5119 0.4192
C 0.6203 -0.0602 -2.7365 -0.4983
C -6.1534 7.1575 -3.9851 -0.3829
C -5.8179 4.6684 -5.3666 -0.3932
H -1.6890 3.5058 2.9252 0.4389
H -5.1940 6.2601 -2.3131 0.5033
O -1.6797 -2.2162 -1.1006 -0.5783
C 6.9259 -4.8541 1.8505 -0.3706
C 0.1558 -1.2484 3.1053 -0.7892
Cl 0.7801 -2.9871 5.4203 -0.4188
H -6.7688 5.5614 -7.0386 0.3940
H -2.2660 1.0579 -0.6371 0.4548
C -5.3450 4.8441 -3.9699 0.2759
O -4.8016 3.9412 -3.3695 -0.4379
O 8.7804 -6.2307 2.3132 -0.5406
H 1.7734 -4.1997 3.2981 0.6544
H -3.2522 -0.7947 -2.5775 0.3568
H -2.8311 5.4187 1.7904 0.4341
C -3.0155 3.0304 -0.7666 -0.2629
H 0.1882 -0.1624 3.0372 0.2171
C 4.0094 -1.2109 2.1432 0.4984
C -0.3111 0.7271 -3.5827 0.2342
O 4.3595 -1.7105 1.1374 -0.4781
```

Output
net charge	0
calculated total energy	-3027.689315	Eh
LUMO	-1.795	eV
structure (SMILES)	C[PH](Cl)(CCF)N(C(=O)F)C(=O)F.O=C1C=CC(=O)C=C1.O=C1C=CC(=O)C=C1.O=C1C=CC(=O)C=C1.O=C1C=CC(=O)C=C1

# 2
The following is a DFT calculation (the ωB97M-V functional and the def2-TZVPD basis) of a molecular structure, C21H63B2F3N5O9SV at a distorted geometry.

XYZ file:
```
105
Properties=species:S:1:pos:R:3:mulliken_charge:R:1
O -0.0820 -6.2202 1.5871 -0.7400
O -2.6993 0.5473 -3.3296 -0.1517
H -3.0045 5.4686 -3.2777 0.3833
H 1.9485 2.6337 3.3177 0.2150
C 0.1483 2.1106 -2.0149 -0.0706
H 1.0247 1.9422 -1.3891 -0.1322
H -1.6622 2.6325 -6.9560 0.2636
H -1.6055 -4.0906 5.6586 0.5208
H -2.9939 -2.1478 4.5486 0.4876
H -1.5765 6.5016 -3.3547 0.2999
H -3.8811 3.3580 -4.3118 0.2868
H -1.3922 0.9767 -6.6569 0.2773
H -2.0033 5.4784 -4.7142 0.2307
C -1.7613 3.6824 -1.9853 -0.4131
V -1.3488 -2.2167 1.2931 -0.2550
H 0.0296 3.6162 -0.6656 0.0593
H -4.1503 -0.8642 -2.6413 0.2419
B -0.5541 -2.9800 -0.9299 2.5571
C -1.3147 -3.6160 4.7214 -1.4568
O -2.2028 -1.7803 7.1102 -0.4176
F 1.5250 -5.3013 4.1695 -0.2296
C -1.9729 5.5230 -3.6255 -0.8834
H 4.2454 2.9818 4.3606 0.2949
H -1.6485 2.3080 -4.8506 -0.1150
H -2.4035 4.2366 -1.3008 0.3741
O 4.2151 3.1809 1.3943 -0.4556
C 3.4765 4.4058 1.5376 -0.4376
H -2.2243 1.8223 -0.2938 0.3464
O 1.8014 -1.2877 -3.6932 -0.4766
N -1.2924 2.1416 -0.0711 -0.3975
H -1.6521 -4.1693 3.8450 0.2117
H 3.6753 -0.8599 -0.9957 0.0559
H 1.7488 -1.9157 -0.5162 -0.6589
F 3.0393 -4.4149 2.9520 -0.1992
H -4.4887 2.8595 -5.9298 0.4036
S 0.7439 -5.0163 1.6055 1.0136
O 1.5343 -4.9064 0.4170 -0.6568
H 0.3652 -1.4270 1.6540 -0.3007
C 3.7953 2.0098 4.1590 -1.5885
H -0.0520 -0.6503 -3.8134 -0.0232
H -3.1933 3.9148 -5.7400 0.2970
H -2.0677 -0.6442 3.6940 0.1381
C -3.6069 3.0046 -5.3058 -1.5684
H -0.5010 -1.3417 6.0843 0.3011
H 4.9286 -2.8695 -2.1853 0.4043
H -2.2885 -0.3349 -5.2048 0.4577
C -0.7351 3.0137 -1.1558 0.3582
O 0.0335 -3.7975 1.9266 -0.7700
H 3.9254 1.1051 1.4129 0.3022
H -3.9486 -1.6309 8.2296 0.2359
N -1.5123 -1.4671 3.5080 0.0896
C -2.5507 1.8708 -5.2784 1.2668
H 1.2543 -0.1478 0.7726 -0.8494
H 4.5383 1.2126 4.1784 0.3179
N -2.0343 1.7555 -6.6206 -0.8371
C -3.5896 -1.4367 7.2189 -0.6917
H 2.5831 2.0808 0.7945 -0.3098
C -2.8964 0.4239 -4.7122 -0.7773
H 3.0323 -2.7428 -0.1027 0.1890
H 3.7318 -2.8069 -3.3914 0.3103
H 3.1499 4.6408 2.5506 0.2419
H -3.7093 -0.4002 6.9034 0.3109
H 0.7037 -1.2223 -5.2589 0.3796
O -1.1508 4.5026 -2.9785 -0.3047
C -1.9168 -2.1826 4.7124 0.2085
H 2.7409 0.3122 -2.8859 0.5423
H 2.5614 4.2912 0.9566 0.0254
C -1.5800 -1.3024 5.9345 -0.7413
H -2.4566 -1.4280 -3.2859 0.4404
C 0.8622 -0.5686 -4.4013 -0.5843
H 1.0924 0.4693 -4.6421 0.2776
H -0.5296 -1.2574 3.6100 0.0468
H 2.7538 -0.1106 3.8408 0.2513
F 2.6600 -6.5524 2.7151 -0.2525
H -0.3515 -0.5996 0.2147 -1.3705
N 2.1473 0.5830 3.4271 -0.4845
H 3.1774 1.8539 5.0433 0.4649
H -0.0931 -2.4602 -1.7555 -0.7321
C 4.2796 -2.1633 -2.7032 -1.5609
B 0.2880 -0.5167 1.0799 4.3817
C -3.0762 -0.7115 -2.7466 -0.7463
H -1.8026 -0.2430 5.8066 0.4561
H -0.6464 1.4411 0.2638 -0.4730
H 1.4076 -0.3676 -1.8521 -0.4405
H -3.9204 0.3380 -5.0758 0.2072
H -1.5517 -2.6829 -0.6459 -0.1573
H 0.1278 -2.8848 -0.0991 -1.0028
C 3.3623 2.0276 1.5548 0.1513
H -2.5873 -0.6718 -1.7732 -0.1208
H 1.7547 0.2176 2.5713 -0.0905
C 2.2174 -0.5826 -2.5493 0.2636
H -0.2325 -3.5390 4.6170 0.2121
H 0.4373 2.5403 -2.9741 0.3731
O -2.4856 -1.0606 0.9040 -0.9458
H -2.4216 2.8797 -2.3135 0.0862
H -4.0697 -2.1113 6.5101 0.2743
C 2.7454 1.9213 3.1045 0.5254
H 3.9594 5.3265 1.2101 0.3002
H -0.6092 -4.0168 -1.2237 -0.3591
H 4.9047 -1.4430 -3.2310 0.3461
C 3.2394 -1.4950 -1.7669 0.6617
N 2.4641 -2.5132 -0.9055 -0.2132
H -0.1605 0.1781 1.7729 -0.4378
H -0.2598 1.1588 -2.3551 -0.2951
C 2.1220 -5.3092 2.9826 0.5565
```

Output
net charge	-2
calculated total energy	-3480.025226	Eh
LUMO (alpha / beta)	3.947 / 3.947	eV
2S+1	3